{
  "formula": "C36H99N9O9",
  "method": "ωB97M-V with the def2-TZVPD basis set",
  "species": ["O", "O", "O", "O", "O", "O", "O", "O", "O", "N", "N", "N", "N", "N", "N", "N", "N", "N", "C", "C", "C", "C", "C", "C", "C", "C", "C", "C", "C", "C", "C", "C", "C", "C", "C", "C", "C", "C", "C", "C", "C", "C", "C", "C", "C", "C", "C", "C", "C", "C", "C", "C", "C", "C", "H", "H", "H", "H", "H", "H", "H", "H", "H", "H", "H", "H", "H", "H", "H", "H", "H", "H", "H", "H", "H", "H", "H", "H", "H", "H", "H", "H", "H", "H", "H", "H", "H", "H", "H", "H", "H", "H", "H", "H", "H", "H", "H", "H", "H", "H", "H", "H", "H", "H", "H", "H", "H", "H", "H", "H", "H", "H", "H", "H", "H", "H", "H", "H", "H", "H", "H", "H", "H", "H", "H", "H", "H", "H", "H", "H", "H", "H", "H", "H", "H", "H", "H", "H", "H", "H", "H", "H", "H", "H", "H", "H", "H", "H", "H", "H", "H", "H", "H"],
  "xyz": [[2.77123, 5.83685, -1.19086], [0.72456, -2.93015, 4.01228], [-1.97423, -2.18185, -3.54795], [-2.06941, 3.67317, 3.40325], [5.06893, -1.53006, 1.38076], [-2.45841, 3.48469, -2.26788], [-6.01347, -0.43270, 0.83434], [0.57275, 1.63943, 0.13318], [4.87223, -2.63855, -4.72688], [-0.22111, -1.92801, 0.88958], [3.51377, -4.30818, -0.48670], [2.66432, -2.67328, -3.09834], [5.80789, 5.10095, -3.10283], [1.05336, -4.40747, 1.68638], [-5.70576, 3.32002, 3.62437], [-6.01018, 3.11073, -1.42915], [0.03882, -4.08238, -4.20960], [-7.12731, -1.57690, 4.17080], [4.36800, 5.23554, -2.82210], [2.60362, -5.96780, 2.88255], [-4.84734, 3.72340, -2.06267], [-4.73340, 5.19627, -1.61741], [-6.12985, -1.33086, 3.12031], [1.84944, -3.78269, 3.95699], [-4.36694, 3.84266, 3.96870], [0.99283, -1.62849, 4.50525], [0.10479, -4.80277, -1.85312], [-1.31537, 2.68226, -1.96879], [-1.20846, -2.78428, -2.53085], [-0.40926, -0.64414, 0.23817], [4.16875, 5.65044, -1.36902], [1.77701, 2.36584, -0.00168], [-0.75293, -4.18346, -2.96926], [0.78822, 0.28365, 0.48178], [2.50238, 6.35869, 0.09888], [-0.97616, 3.09681, 2.71762], [-4.05020, 3.68612, 5.48238], [5.82567, -3.51471, -0.66196], [6.27593, -2.53922, -4.88443], [2.82401, -1.58156, -4.08090], [-1.69825, -0.04238, 0.80802], [-5.13719, 0.58640, 1.24569], [4.30711, -1.39473, -4.33709], [4.55884, -3.55963, 0.20895], [-3.32738, 3.11235, 3.14469], [-6.85906, -0.92820, 1.84895], [2.10298, -0.36676, -3.56671], [1.48074, -4.91600, 2.98999], [-3.59446, 3.01620, -1.57975], [3.79310, 3.83821, -3.07885], [4.66398, -0.29981, 1.91697], [4.06186, -2.16787, 0.62503], [-5.18211, -2.50800, 2.96637], [-2.31930, -0.85920, -3.22428], [-5.69377, -3.44102, 2.71895], [2.01251, -4.23711, 4.94032], [-1.86798, 0.96802, 0.42893], [-5.56992, 5.81624, -1.94425], [4.85071, -4.15576, 1.07780], [-3.44311, 3.12742, -0.49941], [-1.60963, -4.85497, -3.10972], [-5.57487, -0.47479, 3.51547], [-0.26474, -2.23307, -2.43874], [1.70635, -3.00763, -3.19468], [4.68913, 6.58187, -1.11058], [2.39091, -0.14833, -2.53357], [0.93547, -4.13611, -1.63733], [1.62980, 3.43476, -0.13844], [-0.57550, -3.51220, -4.80017], [4.38463, 0.37623, 1.10031], [-0.39690, 2.40570, 3.33735], [-1.48917, -0.17866, -3.46592], [4.50183, -0.65936, -5.12742], [-0.49513, -0.85462, -0.82433], [-5.71909, 1.34099, 1.78650], [-6.85929, 3.44949, -1.86333], [-3.80112, 5.60613, -2.00843], [2.22579, -6.81120, 2.30767], [1.21369, 0.25428, 1.49442], [3.51244, -5.55207, 2.44837], [-0.91143, 2.95722, -0.99856], [-4.67528, -2.68021, 3.91925], [-4.57125, 1.06412, 0.45184], [6.63248, -1.63935, -5.39163], [2.32547, 0.51391, -4.17821], [0.20682, -3.87618, 1.84677], [4.55901, 4.88298, -0.69067], [1.01926, -0.49517, -3.55685], [2.71706, 3.66019, -3.10036], [-3.37229, 2.02486, 3.32139], [2.90205, 7.37487, 0.20693], [-3.19163, -0.50704, -3.77121], [-5.95427, 2.10833, -1.60197], [-3.37783, 4.48209, 5.81409], [5.71092, -2.88947, -1.54899], [-4.93154, 3.63972, -3.15258], [2.34216, -1.85487, -5.03088], [6.66160, -3.18458, -0.04331], [2.41361, 2.12044, 0.85465], [1.41527, -1.63961, 5.51386], [-0.55430, 2.85071, -2.73026], [2.30384, 2.03266, -0.90464], [-3.73331, 1.94252, -1.79925], [5.90910, 4.98759, -4.10544], [4.12835, 3.45216, -4.04955], [2.81495, -6.28305, 3.90507], [0.01023, -1.15522, 4.55833], [2.95669, 5.79481, 0.92057], [3.91613, 5.94363, -3.52247], [6.78089, -2.63821, -3.92022], [-3.50522, 2.76819, 5.69897], [3.22658, -3.44810, -3.45175], [-1.76365, -2.92971, -1.60246], [0.77645, -5.21495, 1.13496], [1.59107, -0.12725, -0.15231], [1.42251, 6.41295, 0.21386], [4.83041, -1.00175, -3.45493], [3.12599, -2.17321, 1.20128], [2.77677, -3.31675, 3.60377], [-4.41215, -2.33401, 2.20952], [-4.68243, 5.26650, -0.52981], [-4.39018, 0.26246, 1.98146], [-1.65502, 0.08783, 1.89505], [-6.35793, 3.93700, 4.09235], [-0.07484, -1.86867, 1.89359], [2.77502, -4.52222, 0.17708], [0.60942, -2.38965, 0.52484], [6.29738, 5.95782, -2.86038], [1.62719, -1.07187, 3.80825], [-4.98904, 3.82971, 6.01542], [-7.61274, -0.17566, 2.10371], [0.38273, -5.81383, -2.13902], [-2.49700, -0.70956, -2.15245], [-4.44023, 4.90764, 3.74782], [-2.59095, -0.64418, 0.63673], [-6.69859, -1.99651, 4.99039], [0.66822, -5.48169, 3.46425], [3.87860, -1.59236, -0.29741], [3.79691, -0.42352, 2.58093], [0.02492, -4.96815, -4.70899], [-0.34593, 3.91106, 2.36590], [-1.23476, 2.49626, 1.84282], [-1.66735, 1.64930, -2.03996], [6.05855, -4.52434, -0.99921], [3.12837, -3.66630, -1.18357], [-7.80690, -2.29099, 3.91337], [-0.49611, -4.84690, -0.93907], [4.22270, 3.08885, -2.40685], [5.44935, 0.14530, 2.52272], [-3.58305, 3.18064, 2.07492], [-7.36080, -1.79248, 1.41210], [-5.82393, 2.37582, 3.97614], [6.52431, -3.39538, -5.51267]],
  "atomic_forces_ev_per_a": [[0.34, -0.10, 0.76], [0.36, 0.41, -0.03], [-0.63, -0.23, 0.10], [0.26, -0.14, 0.15], [0.49, -0.02, 0.47], [0.11, 0.09, -0.28], [0.69, -0.41, -0.78], [-0.67, 0.11, -0.12], [0.00, 0.79, -0.03], [0.54, -0.50, -0.45], [-0.06, 0.35, -0.08], [0.06, 0.04, -0.43], [0.02, 0.33, 0.16], [0.26, -0.33, 0.45], [0.55, 0.27, -0.13], [0.28, -0.51, 0.13], [-1.13, 0.52, -0.40], [-0.60, -0.37, 0.25], [0.30, -0.94, -0.05], [-0.50, 0.94, 0.28], [0.03, 1.23, 0.71], [0.08, -0.18, -0.38], [-0.26, -0.40, 0.83], [-0.39, -1.01, -0.65], [-0.43, -0.82, 0.90], [-0.63, -0.24, -0.12], [-0.97, 0.58, -0.06], [-0.82, 0.47, -0.45], [0.72, -1.26, -0.97], [-0.74, 0.63, 1.60], [-0.51, 0.21, -0.50], [0.45, -0.94, -0.31], [0.22, -0.58, 0.38], [1.04, -0.01, -0.77], [-0.05, 0.47, -0.15], [0.03, -0.18, -0.33], [0.32, 1.00, -0.62], [-0.13, -0.02, 0.47], [-0.12, -0.97, -0.15], [-0.23, -0.79, 0.13], [-0.14, 0.52, -0.09], [-0.29, 0.55, 1.41], [0.21, 0.27, -0.02], [0.15, -0.39, -0.25], [-0.33, 0.13, -1.03], [0.19, 0.30, 0.09], [0.21, 0.85, 0.26], [0.27, -0.76, 0.50], [0.02, -0.57, -0.51], [0.11, -1.01, -0.52], [-0.46, -0.05, -0.18], [0.55, 0.05, -0.23], [0.46, -0.02, -0.13], [0.56, 0.83, 0.21], [-0.20, 0.13, -0.12], [0.22, 0.15, 0.07], [-0.07, -0.11, -0.23], [0.00, -0.08, -0.12], [-0.18, 0.24, 0.30], [-0.26, 0.05, 0.12], [-0.24, 0.30, -0.01], [0.11, -0.01, -0.29], [-0.13, 0.30, 0.60], [0.14, -0.05, -0.07], [0.09, 0.09, -0.24], [0.14, -0.01, -0.05], [0.39, -0.35, -0.04], [-0.43, 0.00, 0.36], [0.50, 0.15, -0.12], [-0.02, 0.23, 0.10], [0.02, 0.19, 0.35], [0.00, -0.06, -0.09], [-0.26, 0.05, -0.12], [-0.10, 0.31, -0.11], [0.07, 0.38, -0.27], [-0.04, -0.02, 0.05], [-0.11, 0.12, -0.10], [0.27, -0.10, -0.06], [-0.49, -0.26, 0.30], [0.01, -0.11, -0.17], [-0.05, -0.35, 0.17], [0.07, 0.02, -0.03], [-0.44, -0.27, -0.51], [-0.34, 0.19, 0.01], [-0.08, -0.01, 0.03], [-0.11, 0.01, -0.18], [-0.05, -0.16, -0.06], [0.01, -0.17, -0.15], [-0.09, 0.69, 0.31], [0.14, 0.04, 0.54], [-0.02, 0.07, -0.18], [-0.06, -0.37, -0.14], [-0.35, 0.08, 0.10], [0.00, 0.02, -0.07], [-0.03, 0.16, 0.07], [0.44, 0.17, -0.03], [0.22, -0.09, -0.09], [0.04, 0.29, -0.24], [0.17, 0.46, 0.08], [0.18, -0.05, -0.07], [-0.07, 0.11, -0.04], [0.11, -0.10, 0.01], [0.16, -0.09, 0.16], [0.19, -0.08, 0.06], [0.06, 0.40, -0.15], [0.17, -0.27, -0.10], [0.15, 0.20, 0.02], [-0.11, -0.41, -0.16], [-0.30, 0.20, 0.37], [0.06, 0.11, 0.04], [-0.49, -0.30, 0.10], [-0.05, 0.00, 0.20], [0.04, 0.57, 0.20], [-0.02, 0.10, -0.13], [0.14, 0.08, -0.02], [-0.01, -0.13, 0.07], [-0.15, -0.16, 0.28], [-0.04, -0.39, -0.03], [-0.14, 0.44, 0.04], [-0.05, 0.03, -0.01], [-0.09, -0.22, 0.04], [0.06, -0.38, -0.17], [0.36, -0.19, 0.04], [-0.34, -0.35, -0.05], [-0.08, 0.34, -0.03], [-0.08, 0.18, -0.12], [-0.06, -0.04, 0.03], [-0.03, -0.03, -0.05], [0.14, 0.03, 0.13], [0.12, -0.43, 0.33], [-0.05, 0.06, 0.07], [0.42, 0.06, 0.10], [-0.22, -0.28, 0.01], [0.49, -0.01, -0.30], [0.17, -0.16, -0.31], [0.28, 0.32, -0.01], [-0.25, 0.24, 0.12], [-0.12, 0.00, -0.02], [-0.13, -0.02, -0.08], [0.29, -0.15, 0.32], [0.20, -0.01, 0.11], [-0.44, 0.27, -0.07], [0.56, -0.22, 0.41], [-0.13, -0.05, 0.00], [-0.09, -0.31, -0.04], [0.04, 0.19, -0.41], [0.01, -0.15, -0.02], [0.02, 0.33, 0.36], [0.27, -0.14, -0.20], [0.06, 0.31, 0.01], [-0.06, -0.05, 0.02], [-0.12, 0.07, 0.16], [0.33, 0.04, 0.11]],
  "orbital_gap_ev": 9.19,
  "charge": 0,
  "smiles": "COC[C@H](C)N.COC[C@H](C)N.COC[C@H](C)N.COC[C@H](C)N.COC[C@H](C)N.COC[C@H](C)N.COC[C@H](C)N.COC[C@H](C)N.COC[C@H](C)N",
  "e_above_lowest_kcal_mol": 21.0
}